(1)
# C3H5N3O

A single C3H5N3O molecule at a distorted geometry (ωB97M-V/def2-TZVPD, the Open Molecules 2025 dataset).

```
! wB97M-V def2-TZVPD RIJCOSX def2/J DEFGRID3
* xyz 0 1
O 1.11 0.41 -0.70
N -0.26 0.29 -0.61
N -2.03 -1.03 -0.05
N -2.42 0.44 0.36
C -0.84 -0.93 -0.45
C -1.37 1.15 -0.05
C 1.86 -0.13 0.56
H 1.48 0.52 1.27
H 1.52 -1.25 0.70
H 2.86 -0.16 0.17
H -1.55 2.37 -0.38
H -0.36 -1.68 -0.80
*
```

Its total energy is -356.6273 a.u. As for the frontier orbital gap: 10.75 eV. As for the SMILES: COn1cnnc1. For the energy above the lowest of the compared OMol25 structures with the same formula, charge and spin, the calculation gives 144.4 kcal/mol.

Results of the Löwdin charge analysis, in e, for atoms 1 through 2:
1 O -0.147
2 N -0.103

=====

(2)
# C8H17FN

A gas-phase ion, C8H17FN (charge +1) at a distorted geometry (ωB97M-V/def2-TZVPD, the Open Molecules 2025 dataset).

```
! wB97M-V def2-TZVPD RIJCOSX def2/J DEFGRID3
* xyz 1 1
F -2.69 0.85 -1.13
N 0.41 -0.06 0.87
C -1.41 1.02 -0.89
C -0.42 1.94 -1.64
C 1.06 -1.94 -0.68
C 0.69 1.17 -2.39
C -0.97 0.12 0.55
C -2.10 -0.56 1.19
C 1.00 -1.41 0.71
C 0.62 0.44 2.31
H 1.73 0.41 2.33
H 0.10 2.45 -0.82
H 1.45 -2.94 -0.55
H -1.87 -1.42 1.78
H 1.02 0.57 0.39
H -2.65 0.03 1.84
H 0.52 0.03 -2.36
H 0.79 1.46 -3.42
H 1.66 -1.12 -1.15
H 1.99 -1.16 1.14
H -2.69 -0.78 0.39
H 0.50 -2.20 1.27
H 0.09 -2.13 -1.10
H 1.62 1.43 -2.01
H 0.27 1.48 2.62
H 0.24 -0.26 3.01
H -0.97 2.57 -2.24
*
```

Its total energy is -469.2133 a.u. As for the frontier orbital gap (alpha / beta): 8.36 / 8.86 eV. As for the SMILES: CC/C(F)=C(/C)[N@@H+](C)CC. For the energy above the lowest of the compared OMol25 structures with the same formula, charge and spin, the calculation gives 113.4 kcal/mol.

Results of the Löwdin charge analysis, in e, for atoms 1 through 2:
1 F 0.102
2 N -0.134

=====

(3)
# C3H4N2O2

2 unconnected molecules or ions with the total composition C3H4N2O2 at a distorted geometry (ωB97M-V/def2-TZVPD, the Open Molecules 2025 dataset).

```
! wB97M-V def2-TZVPD RIJCOSX def2/J DEFGRID3
* xyz 0 1
O -1.32 -0.98 1.66
O -2.74 0.65 -1.20
N -1.92 0.44 -0.13
N 0.89 -0.04 -1.24
C 1.96 -0.28 1.03
C -1.66 -0.42 0.70
C 1.49 -0.02 -0.16
H 2.71 -1.05 1.34
H 1.22 0.31 -2.06
H -2.18 1.11 -1.80
H 1.54 0.27 1.86
*
```

Its total energy is -376.5522 a.u. As for the frontier orbital gap: 9.52 eV. As for the SMILES: O=C=NO.C=C=N. For the energy above the lowest of the compared OMol25 structures with the same formula, charge and spin, the calculation gives 132.8 kcal/mol.

Results of the Löwdin charge analysis, in e, for atoms 1 through 2:
1 O 0.157
2 O 0.015

=====

(4)
# C18H31F2N3O4

2 unconnected molecules or ions with the total composition C18H31F2N3O4 at a distorted geometry (ωB97M-V/def2-TZVPD, the Open Molecules 2025 dataset).

```
! wB97M-V def2-TZVPD RIJCOSX def2/J DEFGRID3
* xyz 0 1
F 0.88 -0.87 3.05
F 0.55 0.32 -1.90
O -5.92 0.86 2.60
O -0.77 0.58 3.37
O -2.33 0.58 -1.71
O 1.52 -0.05 0.26
N 2.94 -4.87 -0.45
N -3.27 1.71 1.36
N -2.07 -0.37 -0.74
C 1.63 -4.18 -0.41
C -2.15 2.22 0.97
C 6.06 0.86 -1.35
C 0.60 -1.92 -1.02
C -0.88 1.52 0.41
C -0.38 -0.32 2.70
C 0.46 -0.36 -0.65
C 3.08 1.52 1.18
C -3.50 0.20 -2.48
C -2.05 3.81 1.13
C -0.92 -0.02 0.12
C 3.51 0.65 -1.16
C -4.83 0.52 -1.66
C 4.83 1.49 -0.96
C 3.63 1.94 2.17
C -1.08 -0.93 1.44
C 2.33 1.05 -0.15
C 1.75 -2.60 -0.11
H 3.72 -0.45 -1.17
H 3.10 -5.28 0.48
H -5.64 0.69 -2.44
H 1.49 -2.50 0.99
H -5.73 0.21 3.29
H -2.18 -1.05 1.72
H -2.62 4.10 2.07
H 4.88 2.55 -0.58
H 1.10 -4.33 -1.41
H 3.11 0.93 -2.20
H -3.46 -0.91 -2.75
H -4.68 1.51 -1.15
H -3.17 0.70 1.22
H 6.26 0.78 -2.46
H 4.28 2.38 2.96
H -0.62 2.04 -0.57
H -0.33 -2.51 -0.81
H -0.97 4.13 1.26
H 3.70 -4.21 -0.62
H -2.55 4.32 0.26
H -0.69 -1.97 1.31
H -5.05 1.22 2.37
H 2.78 -2.23 -0.36
H -5.06 -0.32 -0.96
H -0.01 1.80 1.10
H -3.44 0.80 -3.43
H 1.77 1.97 -0.49
H 6.80 0.45 -0.60
H 0.97 -2.03 -2.08
H 0.97 -4.71 0.36
H -2.04 -1.32 -1.10
*
```

Its total energy is -1369.0572 a.u. As for the frontier orbital gap: 7.24 eV. As for the SMILES: [H]/N=C(/C)C[C@@](CC(=O)F)(NOCC)[C@](F)(CCCN)O[C@@H](C#C)CC=C.O.

Results of the Löwdin charge analysis, in e, for atoms 1 through 2:
1 F 0.031
2 F 0.030

=====

> What is the total energy in the second record?

-469.2133 a.u.

=====

> Number 3 is which compound?

C3H4N2O2

=====

> The lowest total energy belongs to which entry?

C18H31F2N3O4